This record from OMol25 describes one molecule with the formula C4H6FN at a distorted geometry. The level of theory is wB97M-V/def2-TZVPD.

Calculated values
Frontier orbital gap (spin up / spin down)   0.25586 / 0.28663 Eh
E_LUMO (spin up / spin down)   1.0 / -2.0 eV
Charge   0
Spin multiplicity   3
HOMO level (spin up / spin down)   -6.0 / -9.8 eV
⟨S²⟩   2.014

```
12
Properties=species:S:1:pos:R:3:forces:R:3
C -0.365598 0.359036 -0.034814 4.5 -1.4 -1.6
C 2.077376 0.699364 0.000533 1.0 -2.9 2.3
C -1.706773 0.829217 0.032067 -0.3 2.4 0.5
C -0.405400 -1.170906 -0.102840 3.3 -0.5 -2.2
N 0.847790 1.067751 -0.220223 -7.7 -1.5 1.2
F -2.737181 -0.055665 -0.054517 1.2 1.2 0.2
H 2.754931 1.357018 -0.454851 1.5 0.3 -0.4
H 2.387633 -0.147264 0.804658 -0.7 2.2 -2.0
H -1.856820 1.877761 0.348742 -0.9 -0.9 -0.4
H -1.047542 -1.682365 -0.891406 0.8 1.1 0.8
H -0.643748 -1.628143 0.800690 -0.9 -0.5 1.9
H 0.695334 -1.505806 -0.228038 -1.7 0.4 -0.3
```
Forces are in eV/Å.

***

This record from OMol25 describes a 12-piece molecular cluster, C27H83N19O12 overall at a distorted geometry. The level of theory is wB97M-V/def2-TZVPD.

Calculated values
Frontier orbital gap   0.33254 Eh
E_LUMO   0.1 eV
SMILES string   COC[C@H](C)N.COC[C@H](C)N.COC[C@H](C)N.COC[C@H](C)N.COC[C@H](C)N.NC(N)=O.NC(N)=O.NC(N)=O.NC(N)=O.NC(N)=O.NC(N)=O.NC(N)=O
Charge   0
HOMO level   -8.9 eV

```
141
Properties=species:S:1:pos:R:3:forces:R:3
C 4.612384 -1.274626 -7.092133 2.4 1.8 -0.6
O 5.018584 -0.279926 -7.640643 -1.3 2.4 -0.9
N 5.384814 -2.300706 -7.078903 3.6 -5.5 -0.5
N 3.626654 -1.544006 -6.291863 -5.5 0.8 2.7
H 4.972844 -3.176096 -6.788953 0.6 -0.1 -0.3
H 6.236744 -2.329126 -7.620663 -0.3 0.2 0.1
H 3.676464 -2.268696 -5.590113 0.2 0.2 -0.4
H 2.796794 -0.973086 -6.217773 0.4 0.2 -0.1
C -3.277356 -5.553406 -4.940463 0.6 -4.8 1.2
O -3.074196 -6.760266 -4.795423 0.0 0.2 -0.3
N -2.510646 -4.702166 -5.490313 4.6 3.5 -3.5
N -4.278056 -4.925116 -4.448583 -5.8 1.6 3.0
H -2.864206 -3.756696 -5.524623 0.9 -0.2 -0.4
H -1.691586 -4.970866 -6.016673 -0.3 0.1 0.1
H -4.890046 -5.418276 -3.814273 0.1 0.1 -0.3
H -4.435276 -3.933856 -4.561703 0.0 -0.4 0.2
C -8.725336 1.540474 -5.458593 6.2 -3.8 -1.1
O -7.635596 0.847294 -5.399523 -2.9 1.7 -0.9
N -9.255796 1.940094 -4.369473 -2.1 1.7 3.9
N -9.343236 1.912334 -6.555303 -1.5 0.9 -3.3
H -8.728126 1.766604 -3.525933 -0.4 0.1 -0.1
H -10.148346 2.412364 -4.390153 0.3 -0.1 0.6
H -9.989076 2.688814 -6.563593 0.1 -0.3 0.2
H -9.096956 1.607794 -7.486273 0.4 -0.2 0.6
C -1.563506 -0.647176 -0.800583 -3.2 -0.5 -0.2
O -2.154696 -1.560326 -0.256803 -0.1 -0.6 0.0
N -2.048486 0.088074 -1.814533 -0.1 0.8 -1.6
N -0.463046 -0.126386 -0.330863 3.5 0.2 2.1
H -1.344376 0.703534 -2.196023 -0.9 0.2 -0.5
H -2.946806 -0.046626 -2.256083 0.5 -0.2 0.2
H 0.146734 0.513674 -0.819313 -0.2 -0.3 0.2
H -0.106766 -0.692106 0.426187 0.5 0.4 -0.1
C -2.676276 0.321494 6.799367 -0.4 0.8 0.3
O -3.538526 0.121494 7.613887 -1.0 -0.6 1.0
N -1.493476 0.845914 7.059847 2.5 1.0 3.1
N -2.765526 0.232204 5.509407 -1.9 -1.2 -4.4
H -1.415096 0.818304 8.066427 1.2 0.3 0.0
H -0.704136 0.696054 6.447817 0.0 -0.1 0.6
H -2.042626 0.664394 4.951977 -0.7 -0.2 -0.2
H -3.674186 0.003304 5.132497 0.4 0.1 -0.3
C 1.472544 5.600774 -6.232133 3.7 -6.9 -0.9
O 1.308034 4.613544 -5.528133 -0.7 0.0 0.7
N 2.340234 5.536234 -7.287593 -0.4 1.2 -0.1
N 0.929234 6.724054 -6.115613 -3.5 5.6 1.3
H 2.324254 6.457504 -7.701233 1.4 -0.9 -1.2
H 2.919824 4.730194 -7.473273 -0.1 0.6 0.0
H 1.172964 7.487934 -6.729773 -0.6 0.0 0.4
H 0.116594 6.737074 -5.515993 0.2 0.6 -0.1
C 5.298534 -0.636256 6.105337 -1.2 2.8 -1.2
O 4.269454 -0.262066 5.618147 -2.5 0.2 -1.8
N 6.451294 -0.108926 5.777757 2.8 1.0 -1.7
N 5.354024 -1.338986 7.156047 0.4 -4.6 5.6
H 7.281784 -0.349626 6.299717 0.0 0.4 -0.7
H 6.398404 0.438554 4.930657 0.8 0.0 0.3
H 6.245174 -1.616536 7.541957 -0.4 -0.1 0.0
H 4.532164 -1.672186 7.639387 0.1 0.2 -0.4
C 7.317364 5.560634 -2.075753 2.0 1.0 1.1
C 7.143904 4.848094 -0.719123 0.0 0.6 -3.1
C 6.963144 5.882604 0.359027 -0.6 0.3 1.2
O 8.108694 6.738324 0.589457 -0.2 -2.4 -1.0
C 8.051924 7.598074 1.663727 -0.4 1.3 0.4
N 6.105234 3.834674 -0.898453 -0.3 -1.1 1.1
H 8.222354 6.143004 -1.902733 0.4 0.3 -0.3
H 6.607524 6.362444 -2.279053 -0.6 -0.7 -0.3
H 7.604754 4.869504 -2.868123 -0.7 0.1 -0.2
H 8.071054 4.286024 -0.607053 0.0 0.0 0.6
H 6.636484 5.319464 1.233247 0.4 0.2 0.7
H 6.120894 6.534574 0.127397 -0.3 0.1 -0.3
H 7.805324 7.213634 2.653417 0.2 -0.8 0.0
H 7.291884 8.362844 1.503817 -0.2 0.3 -0.2
H 9.013344 8.107854 1.726137 0.0 -0.1 0.0
H 5.172474 4.074984 -1.202273 0.0 1.0 0.3
H 6.411864 3.234384 -1.650603 0.3 -0.2 0.1
C -10.031126 -4.282916 2.840527 0.0 0.6 -0.6
C -9.838596 -2.866796 2.113047 0.5 -2.4 0.6
C -9.611986 -1.676416 3.007097 -1.0 0.8 -0.5
O -9.381586 -0.543346 2.114397 0.7 -0.7 1.0
C -9.383936 0.738374 2.707837 -0.4 0.8 -1.0
N -8.630886 -3.099606 1.277897 -1.1 0.4 0.2
H -10.725946 -4.426586 3.667987 -0.5 0.6 -0.2
H -9.117176 -4.718256 3.244587 0.5 0.5 -0.1
H -10.288086 -4.969576 2.033937 -0.3 0.0 0.1
H -10.690946 -2.706256 1.452877 0.0 0.1 0.1
H -8.806016 -1.941236 3.691477 0.5 0.6 0.0
H -10.501546 -1.424936 3.584627 -0.1 -0.2 0.3
H -9.113566 1.455784 1.933027 0.3 -0.2 -0.4
H -8.682796 0.968814 3.509947 0.0 -0.7 0.4
H -10.397336 1.070314 2.933537 -0.2 -0.3 0.7
H -7.964756 -3.537386 1.898157 0.5 0.1 -0.1
H -8.336276 -2.157386 1.064567 0.7 0.0 -0.4
C 1.594994 -10.562026 10.181327 -1.4 0.3 -0.3
C 1.870664 -10.498246 8.661997 -0.4 0.6 -0.1
C 1.475254 -9.150216 7.948747 -1.1 -0.6 -1.1
O 1.705944 -9.226956 6.524477 0.6 -0.6 -0.2
C 0.991394 -8.362536 5.640897 0.2 -0.7 0.1
N 3.239394 -10.757386 8.535587 3.7 0.0 -0.2
H 0.551014 -10.807316 10.376377 -0.2 0.0 -0.1
H 1.756944 -9.616206 10.698347 0.3 0.1 -0.2
H 2.153654 -11.340846 10.700397 0.3 0.1 -0.3
H 1.514044 -11.374446 8.120517 -2.1 0.4 0.0
H 1.945834 -8.209926 8.235997 0.3 -0.3 0.9
H 0.394814 -9.056796 8.058327 -0.3 0.2 0.4
H 1.395464 -8.475516 4.634877 0.4 -0.2 0.2
H 1.075144 -7.298796 5.863477 -0.2 0.0 0.5
H -0.035836 -8.710146 5.531057 -0.4 0.4 0.4
H 3.520034 -10.872496 7.572217 -0.1 0.4 -0.4
H 3.404574 -11.678366 8.915867 0.3 -0.1 0.3
C -4.137366 12.473054 -1.598933 0.3 0.4 0.8
C -4.021036 11.601844 -2.819953 1.5 -1.8 0.0
C -4.761666 10.209054 -2.700503 0.0 1.7 -0.4
O -4.037416 9.212184 -3.381023 0.0 -1.2 -1.2
C -4.794106 7.973764 -3.693883 0.0 1.9 1.0
N -4.199076 12.424054 -4.023013 -0.9 -0.9 0.7
H -3.620046 12.100674 -0.714733 0.0 -0.5 -0.1
H -5.154236 12.670454 -1.259663 -0.2 0.1 -0.3
H -3.633316 13.423964 -1.771583 -0.2 0.1 -0.3
H -3.015186 11.186284 -2.880583 0.6 0.5 0.1
H -5.734706 10.368754 -3.165033 -0.5 -0.4 0.3
H -4.794566 10.032454 -1.625403 -0.4 -0.5 0.1
H -4.210526 7.215854 -4.216473 0.5 0.4 0.4
H -5.643896 8.200084 -4.337883 -0.1 0.2 0.0
H -5.151826 7.648884 -2.716843 -0.1 -0.6 -0.2
H -4.260506 11.769874 -4.790063 0.2 -0.1 -0.5
H -5.157496 12.715514 -3.894283 -0.4 0.7 -0.5
C 7.268044 -6.728446 -2.489113 0.7 1.2 -0.3
C 6.258254 -5.691346 -1.903253 1.7 -0.3 0.7
C 6.839134 -4.258806 -1.570243 0.1 -1.0 -0.1
O 8.057544 -4.400716 -0.850973 0.1 0.7 -0.3
C 8.861944 -3.223796 -0.742083 -0.2 -0.1 1.2
N 5.097124 -5.581856 -2.734903 -0.7 -0.4 -0.9
H 6.828624 -7.667516 -2.825483 -0.4 0.1 0.2
H 8.040504 -6.966206 -1.757753 -0.2 0.0 0.2
H 7.840554 -6.342286 -3.332453 -0.2 0.2 -0.3
H 5.997964 -6.237526 -0.996593 -0.1 0.7 0.8
H 6.075754 -3.709136 -1.019593 -0.1 0.0 0.6
H 6.993084 -3.612106 -2.434063 0.1 -0.5 -0.7
H 9.668714 -3.485366 -0.057393 0.3 -0.3 -0.5
H 8.398174 -2.406366 -0.189973 -0.8 0.0 0.0
H 9.245474 -2.746716 -1.643973 -0.1 -0.7 -0.5
H 4.271974 -5.299856 -2.225303 0.0 0.5 0.3
H 4.879994 -6.550216 -2.922603 -0.3 -0.2 -0.7
```
Forces are in eV/Å.

***

This record from OMol25 describes one molecule with the formula C19H19IN2 at a distorted geometry. The level of theory is wB97M-V/def2-TZVPD.

Calculated values
Frontier orbital gap   0.29519 Eh
E_LUMO   0.6 eV
SMILES string   Cc1cc(I)cc2c1N[C@H](c1cccc(N)c1)[C@H]1CC=C[C@H]21
Charge   0
HOMO level   -7.5 eV

```
41
Properties=species:S:1:pos:R:3:forces:R:3
I 1.800182 -2.575960 -6.036037 -0.9 0.9 1.6
C 3.528146 -1.071764 0.904040 -0.2 -0.9 -2.0
C 3.149916 -1.633927 -0.283160 1.6 1.0 1.7
C -0.869109 3.110386 2.037080 -0.1 -1.0 0.0
C -1.661089 2.869544 3.155198 0.3 -0.1 -1.0
C -0.278380 -0.906910 -4.244936 -0.3 0.3 0.4
C 1.515918 -1.851414 -2.964463 0.0 0.1 -0.4
C -0.363296 2.048236 1.265535 0.2 1.5 -0.3
C -1.411181 0.504784 2.724200 0.6 -0.6 -0.4
C 0.882945 -1.647412 -4.210398 0.9 -0.5 0.6
C -1.931023 1.550675 3.488684 -0.6 -1.2 0.6
C -0.237972 -0.666892 -1.803085 0.0 -0.4 -0.5
C -0.866421 -0.385465 -3.057315 0.7 -0.7 -0.3
C 0.982631 -1.378577 -1.750903 0.6 -0.1 -2.4
C -0.616194 0.733091 1.599323 -1.0 -0.3 0.5
N -2.743485 1.207584 4.566956 -0.7 1.2 0.6
N -0.827465 -0.339341 -0.603859 -1.0 0.8 0.3
C -2.199868 0.342550 -3.130938 0.9 -0.1 0.6
C 2.310247 -0.602373 1.619840 -0.3 1.7 0.6
C 1.668626 -1.580331 -0.427797 -0.7 0.2 -1.0
C -0.184775 -0.419845 0.724681 0.8 -0.2 -0.6
C 1.331342 -0.384673 0.451059 -0.8 -0.9 1.4
H 4.562951 -0.932677 1.241166 -0.6 -0.2 -0.1
H 3.886336 -2.001371 -0.970224 -0.1 -0.4 -0.4
H -0.687222 4.131445 1.747813 0.1 0.1 -0.2
H -2.149464 3.696744 3.628900 -0.1 0.2 0.5
H -0.723351 -0.741218 -5.219342 -0.3 0.2 0.2
H 2.464442 -2.381558 -2.990078 -0.1 0.0 0.3
H 0.165140 2.324327 0.353569 0.0 -0.3 0.2
H -1.627037 -0.546401 2.973380 -0.1 0.6 0.1
H -3.388907 1.947126 4.915922 0.9 -1.4 -0.4
H -2.932074 0.231911 4.799997 0.0 0.9 -0.3
H -1.706651 0.170276 -0.640151 0.5 -0.2 0.1
H -2.626666 0.213383 -4.110698 -0.3 -0.1 -0.3
H -2.074482 1.426386 -2.977890 -0.1 -0.3 0.2
H -2.865886 -0.089424 -2.368652 -0.1 0.3 -0.3
H 1.915324 -1.343852 2.308593 -0.1 -0.3 0.2
H 2.490828 0.325827 2.197902 -0.2 -0.4 -0.2
H 1.210226 -2.510224 -0.048625 0.2 0.2 0.5
H -0.421941 -1.419168 1.155879 0.0 0.7 0.2
H 1.528737 0.576502 -0.021166 0.4 -0.2 -0.4
```
Forces are in eV/Å.

***

This record from OMol25 describes one molecule with the formula C4H8N2O. The level of theory is wB97M-V/def2-TZVPD.

Calculated values
Frontier orbital gap   0.31326 Eh
E_LUMO   0.7 eV
Charge   0
HOMO level   -7.8 eV

```
15
Properties=species:S:1:pos:R:3:forces:R:3
C 0.967725 -0.125476 -1.005757 -0.1 0.0 0.0
C 0.068796 -0.311454 0.178444 -0.6 0.0 0.1
N -1.490457 -1.512854 -0.986581 0.1 0.1 0.0
C 0.249704 0.413913 1.489178 0.2 -0.1 0.0
C -0.963151 1.041817 0.911717 0.0 -0.2 0.1
O 1.501929 1.088551 1.540696 -0.3 0.0 -0.1
N -1.078772 -0.985197 0.172363 0.6 0.4 -0.1
H 1.348820 1.978560 1.873584 0.0 -0.1 0.0
H -2.435162 -1.860502 -0.942602 0.1 0.1 0.0
H -1.210282 -1.089173 -1.865795 0.0 0.0 0.2
H 0.104104 -0.193566 2.382170 0.0 0.0 0.0
H -0.667842 1.806912 0.174624 0.1 -0.2 -0.2
H 0.462910 0.364812 -1.844889 0.0 0.0 0.0
H 1.320566 -1.101917 -1.351704 0.0 0.0 0.0
H 1.821113 0.485573 -0.725449 0.0 0.0 0.0
```
Forces are in eV/Å.

***

Quick rundown of energy relative to the best compared isomer or geometry (same formula, charge and spin), same order as above: 1.1 238.4 0.0 138.7 kcal per mole
Quick rundown of E, same order as above: -310.43480 -3021.64107 -1142.60192 -341.78254 Eh